(1)
The following is a DFT calculation (wB97M-V/def2-TZVPD) of a molecular structure, C26H24N6O3RuS2 at a distorted geometry.

Properties
* highest occupied orbital energy (spin up / spin down): -10.3313 / -10.1107 eV
* multiplicity: 6
* total charge: +1

Last column: Löwdin charge in e.
Geometry (Å):
Ru: 0.314 -0.425 0.104  1.350
C: 4.397 -0.277 -1.687  -0.047
O: 4.426 1.055 -2.198  -0.052
C: 3.328 1.812 -2.417  -0.191
C: 3.508 2.875 -3.271  0.016
C: 2.450 3.725 -3.610  -0.047
C: 1.191 3.521 -3.095  -0.049
C: 0.950 2.492 -2.181  -0.118
C: -0.380 2.323 -1.704  -0.065
N: -0.785 1.445 -0.835  -0.073
N: -2.072 1.494 -0.511  0.061
C: -2.546 0.374 0.029  -0.455
O: -1.893 -0.716 0.108  -0.156
C: -3.936 0.413 0.533  -0.157
C: -4.667 1.599 0.555  -0.030
C: -5.953 1.612 1.067  -0.073
C: -6.521 0.442 1.554  -0.074
C: -5.798 -0.743 1.532  -0.072
C: -4.509 -0.758 1.026  -0.024
C: 2.037 1.617 -1.784  -0.245
O: 1.892 0.723 -0.899  -0.130
H: 5.394 -0.671 -1.873  0.099
H: 3.665 -0.894 -2.208  0.098
H: 4.191 -0.298 -0.620  0.071
H: 4.493 3.019 -3.694  0.130
H: 2.628 4.538 -4.299  0.115
H: 0.373 4.164 -3.393  0.116
H: -1.131 2.987 -2.133  0.131
H: -4.218 2.500 0.160  0.105
H: -6.513 2.538 1.086  0.106
H: -7.532 0.453 1.940  0.107
H: -6.238 -1.654 1.914  0.106
H: -3.938 -1.676 1.007  0.112
C: -1.417 -2.337 -2.645  -0.062
C: -0.313 -3.048 -1.945  -0.606
N: 0.444 -2.530 -1.022  -0.008
C: 1.402 -3.408 -0.560  -0.330
C: 1.355 -4.634 -1.141  -0.326
S: 0.100 -4.690 -2.303  1.111
C: 2.340 -2.941 0.458  -0.330
C: 3.454 -3.575 0.908  -0.324
S: 4.264 -2.606 2.062  1.109
C: 3.056 -1.384 1.888  -0.631
N: 2.132 -1.704 1.030  -0.006
C: 3.101 -0.095 2.635  -0.067
H: -1.458 -1.310 -2.293  0.056
H: -2.375 -2.813 -2.435  0.094
H: -1.266 -2.345 -3.725  0.089
H: 1.977 -5.493 -0.950  0.084
H: 3.838 -4.540 0.619  0.084
H: 4.126 0.186 2.867  0.083
H: 2.541 -0.175 3.569  0.084
H: 2.636 0.680 2.028  0.066
N: -0.979 1.871 3.775  0.079
C: -1.004 0.595 4.278  -0.072
C: -0.507 -0.197 3.289  -0.143
N: -0.179 0.582 2.203  -0.046
C: -0.481 1.819 2.524  -0.174
H: -1.289 2.697 4.257  0.161
H: -1.371 0.366 5.262  0.119
H: -0.369 -1.265 3.279  0.107
H: -0.363 2.682 1.890  0.131

***

(2)
The following is a DFT calculation (wB97M-V/def2-TZVPD) of a molecular structure, C26H24N7O3S3W.

Properties
* highest occupied orbital energy: -10.8973 eV
* multiplicity: 1
* total charge: +1

Last column: Löwdin charge in e.
Geometry (Å):
W: 0.238 -1.015 1.779  0.870
S: -0.716 0.342 3.342  0.684
C: 0.649 1.089 4.194  -0.654
C: 0.388 2.278 4.924  -0.251
N: 0.185 3.272 5.470  0.198
C: 1.860 0.514 4.125  -0.655
S: 2.087 -0.933 3.153  0.712
C: 2.999 1.034 4.800  -0.246
N: 3.942 1.427 5.329  0.200
O: -1.057 -2.388 2.587  -0.339
N: -0.942 -3.646 2.292  0.059
N: 0.094 -3.905 1.644  -0.174
O: 0.957 -2.939 1.352  -0.297
C: 0.474 -5.261 1.390  -0.164
C: -0.426 -6.286 1.652  -0.006
C: -0.027 -7.587 1.408  -0.057
C: 1.241 -7.856 0.912  -0.061
C: 2.121 -6.817 0.651  -0.056
C: 1.743 -5.505 0.885  -0.001
H: -1.409 -6.066 2.042  0.116
H: -0.712 -8.400 1.610  0.115
H: 1.542 -8.878 0.727  0.114
H: 3.110 -7.026 0.267  0.114
H: 2.419 -4.686 0.697  0.115
C: -3.922 2.522 2.006  -0.089
C: -4.151 2.392 0.502  -0.221
C: -2.862 2.385 -0.307  -0.156
N: -2.092 1.169 -0.002  0.074
C: -1.447 0.401 -0.823  -0.698
S: -0.970 -1.208 -0.372  0.700
N: -1.188 0.788 -2.106  0.125
C: -0.649 2.048 -2.474  -0.373
O: -0.520 2.916 -1.647  0.099
C: -0.255 2.190 -3.894  -0.139
C: -0.108 1.121 -4.778  -0.025
C: 0.278 1.353 -6.087  -0.060
C: 0.507 2.649 -6.527  -0.053
C: 0.363 3.718 -5.652  -0.050
C: -0.011 3.489 -4.340  -0.006
H: -4.874 2.588 2.531  0.083
H: -3.347 3.420 2.239  0.086
H: -3.390 1.663 2.430  0.041
H: -4.740 3.238 0.147  0.119
H: -4.728 1.493 0.272  0.118
H: -2.250 3.255 -0.079  0.124
H: -3.068 2.390 -1.374  0.128
H: -2.180 0.810 0.947  0.086
H: -0.971 0.017 -2.721  0.104
H: -0.266 0.093 -4.473  0.107
H: 0.399 0.520 -6.768  0.114
H: 0.802 2.826 -7.554  0.115
H: 0.540 4.729 -5.995  0.115
H: -0.125 4.310 -3.644  0.123
C: 3.047 2.591 -0.035  -0.016
C: 1.972 2.989 0.740  -0.016
C: 1.045 2.051 1.138  -0.138
N: 1.123 0.764 0.776  -0.157
C: 2.145 0.394 -0.026  -0.150
C: 3.135 1.264 -0.425  -0.021
H: 3.803 3.307 -0.333  0.126
H: 1.854 4.018 1.051  0.127
H: 0.214 2.320 1.773  0.092
H: 2.172 -0.646 -0.318  0.106
H: 3.957 0.903 -1.027  0.122